(1)
# C27H35Cl2N2O2SiV

A structure of composition C27H35Cl2N2O2SiV (ωB97M-V with the def2-TZVPD basis set, the OMol25 dataset).

```
70
Properties=species:S:1:pos:R:3:forces:R:3:lowdin_spin:R:1
V -0.19044 -0.87735 -0.05224 -0.1 0.6 -1.3 1.943
Cl 5.51230 -5.15473 0.57105 -0.1 0.0 0.0 -0.001
C 4.23256 -4.06384 0.13625 -0.1 0.1 0.0 -0.001
C 4.17038 -3.59064 -1.18517 0.2 -0.1 -0.2 0.010
C 3.19117 -2.73113 -1.60062 0.1 -0.3 0.6 -0.003
Cl 3.15670 -2.18659 -3.22667 -0.1 0.1 -0.1 -0.001
C 2.18377 -2.29502 -0.69286 0.0 0.1 -0.6 0.013
O 1.28593 -1.47788 -1.12834 -0.3 0.0 0.7 0.003
C 2.26554 -2.77211 0.63712 0.4 -0.6 0.7 0.001
C 1.38937 -2.38427 1.69130 0.5 -0.5 0.1 0.041
O 0.44850 -1.59554 1.60697 -0.6 0.3 0.3 0.014
C 3.29921 -3.66227 1.04277 0.0 0.1 -0.4 0.008
H 4.91998 -3.91490 -1.89599 0.0 0.0 0.0 0.001
H 1.55512 -2.79341 2.69477 0.3 -0.1 -0.1 0.001
H 3.33795 -4.00853 2.06443 0.0 0.0 0.1 0.000
C 2.42203 1.47260 -1.21065 0.0 -0.1 -0.1 -0.005
Si 0.97107 1.53832 0.02497 0.1 0.7 0.2 -0.022
C 0.04646 3.16296 -0.53464 -0.3 0.0 -0.2 -0.005
C -0.88988 3.72054 0.53800 -0.1 -0.1 0.1 0.000
C 0.97492 4.29440 -0.98779 0.3 0.0 0.0 -0.001
C -0.82026 2.81912 -1.76190 0.0 0.0 0.1 0.000
C 1.84200 1.90469 1.73745 0.1 -0.3 0.2 -0.004
C 3.04114 0.94693 1.84581 0.0 0.0 0.1 0.000
C 2.40968 3.30261 1.95181 0.0 0.3 -0.2 -0.001
C 0.89435 1.61473 2.91043 -0.1 0.1 0.0 0.000
H 3.17512 2.24077 -1.03641 0.0 0.1 0.1 -0.001
H 2.05676 1.60439 -2.23028 -0.1 0.0 -0.1 0.000
H 2.92349 0.50751 -1.19520 0.1 -0.1 0.0 0.000
H -0.36180 4.08212 1.42025 0.1 0.0 0.0 0.000
H -1.61688 2.97942 0.87922 0.0 -0.1 0.0 0.000
H -1.46468 4.56238 0.13964 0.0 0.1 -0.1 0.000
H 1.66950 4.64314 -0.22314 -0.1 -0.1 0.1 0.000
H 0.37860 5.15945 -1.29204 -0.1 0.1 0.0 0.000
H 1.57328 4.00507 -1.85171 0.0 -0.1 -0.1 0.000
H -1.65303 2.16966 -1.49932 0.0 0.0 0.0 0.000
H -0.25066 2.33061 -2.55296 0.1 -0.1 -0.1 0.000
H -1.24797 3.72866 -2.19568 0.0 0.1 0.0 0.000
H 3.84385 1.21020 1.15768 0.0 0.1 -0.1 0.000
H 2.77626 -0.08190 1.62780 -0.1 -0.3 -0.1 0.000
H 3.46327 0.96208 2.85721 0.0 0.1 0.1 0.000
H 3.09759 3.59930 1.15990 0.0 0.0 -0.1 0.000
H 2.97260 3.33994 2.88916 0.0 0.0 0.1 0.000
H 1.63289 4.06421 2.01974 0.0 0.0 0.0 0.000
H 0.53607 0.58863 2.91166 0.0 -0.2 -0.1 0.000
H 0.01427 2.26239 2.90707 0.0 0.1 -0.1 0.000
H 1.40230 1.77736 3.86722 0.1 0.0 0.0 0.000
N -6.04202 1.32264 -0.44210 -0.1 0.0 0.0 0.002
C -4.75645 0.86725 -0.41574 0.0 0.0 0.0 0.003
C -4.12767 0.40362 -1.57900 0.2 -0.1 0.0 0.001
C -2.82255 -0.02558 -1.51227 -0.2 0.0 0.0 0.004
N -2.09956 0.02238 -0.38874 0.0 -0.6 0.1 0.001
C -2.69084 0.45848 0.72467 -0.4 0.3 0.0 0.005
C -4.00161 0.88009 0.76243 0.2 0.0 0.0 -0.001
H -6.62391 1.09092 -1.22765 0.1 0.0 -0.1 0.000
H -6.53531 1.44429 0.42509 0.1 0.0 0.0 0.000
H -4.64676 0.36343 -2.52641 -0.1 0.0 0.0 0.000
H -2.32947 -0.42289 -2.39169 0.0 0.0 0.1 0.001
H -2.08948 0.49243 1.62841 0.1 0.0 0.0 0.001
H -4.41558 1.22835 1.69865 -0.1 0.0 0.0 0.000
C -2.73665 -5.06479 -1.17303 0.0 0.1 0.0 0.009
C -2.83866 -4.51980 0.09944 0.0 -0.1 -0.2 -0.001
C -2.11795 -3.38100 0.42457 0.1 0.4 0.4 0.007
C -1.25971 -2.71842 -0.46679 -0.4 -0.2 -0.1 -0.021
C -1.18940 -3.31508 -1.73525 0.3 0.4 -0.1 0.005
C -1.90155 -4.45133 -2.09443 -0.1 -0.1 0.1 -0.002
H -3.29278 -5.95288 -1.44105 0.0 0.0 0.0 0.001
H -3.48150 -4.98805 0.83344 0.0 0.0 0.1 0.000
H -2.23919 -2.99598 1.43710 0.0 0.0 0.0 0.000
H -0.53310 -2.87870 -2.48583 0.0 0.0 0.0 0.000
H -1.79867 -4.86350 -3.08987 0.0 0.0 -0.1 0.000
```
Forces are in eV/Å.

2S+1 = 3
Kohn-Sham gap (spin up / spin down) = 6.23 / 5.96 eV
Calculated total energy = -94252.574 eV
HOMO level (spin up / spin down) = -6.87 / -6.84 eV
Molecular weight = 569.5 Da


(2)
# C27H35Cl57O2PS

A cluster of 20 separate species, C27H35Cl57O2PS in total (ωB97M-V with the def2-TZVPD basis set, the OMol25 dataset).

```
123
Properties=species:S:1:pos:R:3:forces:R:3:lowdin_charge:R:1
C 0.50573 -1.25555 1.93467 1.3 2.3 -2.8 -0.016
C 1.09019 -0.36208 1.33179 -1.3 -2.6 1.2 -0.182
C 1.81727 0.58029 0.51288 0.0 0.4 0.3 -0.220
C 2.95353 1.30893 1.23312 -0.1 -0.2 0.1 -0.224
C 3.65381 0.52070 2.31777 0.2 0.5 -0.3 -0.371
S 4.81242 -0.78382 1.77564 -0.1 0.5 0.8 0.930
C 4.45312 -1.35407 0.09699 -0.3 0.0 -0.3 -0.339
C 3.36653 -2.44601 0.15212 1.7 0.5 0.3 -0.454
O 3.90960 -3.69265 -0.22435 1.2 1.0 -0.9 -0.151
P 6.85242 -0.02396 1.55631 1.4 -0.9 -1.9 0.750
C 6.76221 1.65075 0.84040 -0.3 -0.5 1.0 -0.277
O 7.48282 0.15758 3.04944 -1.3 0.4 -0.1 -0.298
H -0.19878 -1.99183 2.17311 -0.3 -0.6 0.7 0.042
H 1.08339 1.31558 0.21555 -0.1 0.4 -0.4 0.109
H 2.14104 0.07456 -0.38164 0.2 -0.1 -0.4 0.065
H 3.69583 1.70530 0.55595 0.1 0.1 -0.5 0.088
H 2.52605 2.17445 1.71757 -0.1 0.3 0.3 0.097
H 4.26985 1.21854 2.87102 0.5 0.0 0.2 0.091
H 2.97763 0.11102 3.04180 -0.4 -0.6 0.1 0.025
H 5.37270 -1.79511 -0.25930 0.4 -0.2 0.1 0.088
H 4.23130 -0.54422 -0.58098 -0.1 0.5 0.0 0.060
H 2.50121 -2.20315 -0.43198 -0.1 0.1 -0.6 0.096
H 3.03847 -2.50198 1.17762 -0.3 0.3 0.4 0.017
H 4.42492 -3.98257 0.53117 0.2 -0.4 0.0 0.093
H 6.39370 2.36415 1.56228 -0.1 0.5 0.0 0.052
H 7.78212 1.87595 0.56300 0.4 0.2 0.0 0.051
H 6.18185 1.62739 -0.07393 -0.2 0.0 0.1 -0.052
H 6.98477 -0.42733 3.63366 0.4 -0.1 0.6 0.053
C -0.02326 5.05065 0.83798 -0.2 -0.1 0.0 -1.557
Cl -1.40090 5.10543 -0.25153 0.2 0.0 0.0 0.516
Cl -0.20496 3.72942 1.99747 0.4 -0.3 -0.1 0.504
Cl 1.48548 4.89475 -0.07660 0.1 0.0 0.1 0.523
H 0.01497 5.98038 1.39032 0.1 0.0 0.0 -0.005
C 0.77733 0.00861 5.92072 -0.2 0.3 0.0 -1.484
Cl -0.34181 -1.15710 6.61498 0.0 0.0 0.0 0.556
Cl 0.64013 0.01329 4.14295 0.1 0.2 1.3 0.649
Cl 0.48740 1.62485 6.57685 0.1 -0.4 -0.3 0.492
H 1.78326 -0.29074 6.18343 0.0 0.0 0.0 0.013
C 0.91357 -5.75978 0.87806 -0.4 0.1 0.1 -1.454
Cl 0.37062 -6.05141 2.53488 -0.1 -0.2 -0.2 0.511
Cl -0.43729 -5.82689 -0.25333 0.4 0.1 0.2 0.521
Cl 1.74266 -4.19913 0.77635 -2.5 -1.9 0.9 0.753
H 1.61832 -6.53563 0.61192 0.0 0.0 0.0 -0.045
C -2.85365 -5.15722 -3.63828 0.0 0.1 0.1 -1.543
Cl -4.43612 -5.37372 -4.39036 0.0 0.0 0.0 0.555
Cl -2.45643 -3.44510 -3.50364 0.0 0.0 0.0 0.536
Cl -2.80037 -5.94059 -2.05798 -0.3 0.0 -0.2 0.505
H -2.11575 -5.62948 -4.27158 0.0 0.0 0.0 -0.054
C -2.64534 -6.82073 -7.38811 0.0 -0.1 -0.2 -1.541
Cl -2.94057 -5.64642 -8.66533 0.0 0.0 0.0 0.545
Cl -2.65556 -8.45959 -8.02756 0.0 0.0 0.0 0.549
Cl -1.10180 -6.47977 -6.58222 0.0 0.0 0.1 0.550
H -3.43433 -6.73402 -6.65377 0.0 0.0 0.1 -0.035
C -4.86801 5.16102 -2.30821 -0.1 0.1 -0.1 -1.537
Cl -5.98737 4.73028 -3.59770 0.0 0.0 0.0 0.544
Cl -3.19426 5.06013 -2.87855 -0.1 -0.1 -0.1 0.480
Cl -5.21947 6.76853 -1.68159 -0.1 -0.1 0.1 0.521
H -4.99098 4.45134 -1.50175 0.0 0.0 0.0 -0.035
C -3.12459 5.28138 4.45307 0.1 -0.3 -0.2 -1.548
Cl -2.26296 3.89161 5.11479 0.0 0.0 -0.1 0.512
Cl -2.32069 5.91638 3.01403 -0.3 0.3 0.2 0.539
Cl -4.79056 4.85030 4.07287 -0.1 0.0 0.0 0.544
H -3.13806 6.05662 5.20144 0.0 0.1 0.0 -0.116
C -3.70942 8.82262 6.87256 -0.1 0.2 -0.1 -1.549
Cl -2.20624 8.81114 5.94259 0.0 0.0 0.0 0.531
Cl -4.56941 10.33919 6.64397 0.0 0.0 0.0 0.558
Cl -4.72671 7.45121 6.41384 -0.3 0.2 0.1 0.545
H -3.46309 8.72566 7.92133 0.0 0.0 0.0 -0.002
C -3.30816 10.15435 -3.15846 -0.1 -0.1 0.2 -1.555
Cl -2.87988 8.47726 -3.49493 0.1 0.1 -0.1 0.497
Cl -5.05906 10.34789 -3.10836 0.0 0.0 0.1 0.507
Cl -2.57670 10.69370 -1.64282 0.0 0.0 0.0 0.525
H -2.92207 10.76783 -3.95741 0.0 0.1 -0.1 -0.051
C 4.47470 1.47742 -3.49731 -0.1 -0.1 -0.1 -1.515
Cl 3.04302 1.74228 -2.50062 0.0 0.1 0.0 0.577
Cl 5.92542 1.37412 -2.48313 0.0 0.0 -0.2 0.568
Cl 4.29550 0.03178 -4.47562 0.0 0.0 0.0 0.563
H 4.58739 2.32709 -4.15696 0.0 0.0 0.0 0.021
C 1.50215 -6.23622 -9.54798 0.1 0.0 -0.1 -1.554
Cl 1.65232 -4.58643 -10.15580 0.0 0.0 0.0 0.519
Cl 0.86589 -7.30362 -10.79617 0.0 0.0 0.0 0.533
Cl 3.05941 -6.82289 -8.95697 0.0 0.0 0.0 0.523
H 0.80595 -6.23275 -8.72069 0.0 0.0 0.0 -0.042
C -1.68778 4.81070 9.10816 -0.1 -0.1 -0.1 -1.505
Cl -0.47232 3.76146 8.37497 -0.1 0.3 0.3 0.484
Cl -2.22716 6.04307 7.96117 0.2 -0.1 0.2 0.539
Cl -3.05416 3.85736 9.67589 0.0 0.0 0.0 0.552
H -1.24388 5.30885 9.95868 0.0 0.0 0.0 0.017
C 2.22270 -9.48849 2.46025 -0.1 -0.2 0.0 -1.557
Cl 3.03786 -10.98801 2.89602 0.0 0.0 0.0 0.554
Cl 3.03175 -8.72258 1.08379 0.1 0.0 0.0 0.565
Cl 0.52411 -9.77820 2.10233 0.0 0.0 0.0 0.548
H 2.28566 -8.80934 3.30063 -0.1 0.0 -0.2 -0.105
C 4.67933 -2.41676 -9.90337 0.0 0.1 0.0 -1.570
Cl 4.30772 -2.45324 -8.17725 0.0 -0.1 0.0 0.498
Cl 3.42093 -1.56291 -10.79468 0.0 0.0 0.0 0.515
Cl 6.25349 -1.67275 -10.18079 0.0 0.0 0.0 0.530
H 4.71673 -3.43612 -10.26347 0.0 0.0 0.0 0.002
C -6.45212 1.83373 1.95694 -0.1 -0.1 -0.1 -1.554
Cl -5.56719 0.46542 2.63290 0.0 0.0 0.0 0.526
Cl -5.62554 2.46008 0.52584 0.1 0.0 0.0 0.527
Cl -8.10769 1.37941 1.57617 0.1 0.0 -0.1 0.525
H -6.47763 2.61877 2.69992 0.0 0.0 0.0 -0.015
C -4.40688 10.94421 -7.35904 -0.1 -0.1 0.0 -1.536
Cl -3.56489 12.02260 -6.24055 0.0 0.1 0.0 0.549
Cl -3.27842 9.80675 -8.09343 0.0 0.0 0.0 0.530
Cl -5.72793 10.09012 -6.56312 0.1 0.1 -0.1 0.525
H -4.82896 11.55530 -8.14441 0.0 0.0 0.0 0.011
C -11.65426 0.78365 3.85525 0.0 0.1 -0.1 -1.553
Cl -9.97482 0.91723 4.37788 -0.1 0.0 0.2 0.498
Cl -12.32235 2.37412 3.49135 0.0 0.0 0.0 0.526
Cl -11.78506 -0.28282 2.45606 0.0 0.0 0.0 0.522
H -12.22756 0.35295 4.66395 0.0 0.0 0.0 0.010
C 2.78758 -6.03272 5.97668 0.1 0.1 -0.1 -1.523
Cl 2.41743 -4.83833 4.73182 0.1 0.2 0.2 0.494
Cl 2.82074 -7.64905 5.26729 0.1 0.0 0.3 0.587
Cl 4.31762 -5.66794 6.76878 0.0 0.0 0.0 0.543
H 2.00391 -6.00298 6.72097 0.0 0.0 0.0 0.019
C 5.09973 -10.86647 -1.02818 0.1 -0.1 -0.1 -1.580
Cl 4.75450 -9.62405 -2.23660 0.0 0.0 0.1 0.509
Cl 5.12240 -12.46537 -1.76618 0.0 0.0 0.0 0.538
Cl 6.62640 -10.53224 -0.21007 0.0 0.0 0.0 0.519
H 4.31068 -10.84558 -0.28932 0.0 0.0 0.0 -0.045
```
Forces are in eV/Å.

2S+1 = 1
Kohn-Sham gap = 9.07 eV
Calculated total energy = -766552.666 eV
HOMO level = -11.92 eV
Molecular weight = 2475.4 Da
Total charge = +1


What is the calculated total energy in the first record?
-94252.574 eV


molecular weight of number 2 (C27H35Cl57O2PS)?
2475.4 Da


Look up the calculated total energy of the second one.
-766552.666 eV


Look up the molecular weight of the second one.
2475.4 Da